C52H138N13O21Ti as an isolated structure at a distorted geometry, computed with ωB97M-V with the def2-TZVPD basis set.

```
225
Properties=species:S:1:pos:R:3:lowdin_spin:R:1
Ti -1.19 -0.25 2.57 0.91
O -1.52 -0.25 0.64 -0.01
H -0.68 -0.64 0.29 0.00
O -0.39 -0.23 4.35 -0.01
H -0.66 0.50 4.98 0.00
O -3.08 -0.39 3.02 0.06
H -3.27 -0.51 3.98 0.00
C -3.92 0.53 -2.58 0.00
C -3.59 -0.81 -3.16 0.00
C -2.36 -0.80 -4.08 0.00
O -2.37 0.33 -4.94 0.00
C -1.24 0.19 -5.84 0.00
N -3.38 -1.93 -2.19 0.00
H -4.77 0.51 -1.90 0.00
H -4.16 1.29 -3.37 0.00
H -3.02 0.88 -1.95 0.00
H -4.43 -1.18 -3.79 0.00
H -2.37 -1.72 -4.59 0.00
H -1.49 -0.85 -3.42 0.00
H -1.22 1.00 -6.56 0.00
H -1.32 -0.73 -6.44 0.00
H -0.37 0.23 -5.18 0.00
H -4.32 -2.34 -1.94 0.00
H -3.02 -1.61 -1.34 0.00
C -1.41 -3.14 7.23 0.00
C -2.57 -2.13 7.09 0.00
C -2.18 -0.79 7.81 0.00
O -1.76 -0.97 9.11 0.00
C -1.61 0.14 9.93 0.00
N -2.88 -1.74 5.73 0.00
H -1.48 -3.98 6.47 0.00
H -1.40 -3.42 8.29 0.00
H -0.52 -2.55 6.95 0.00
H -3.49 -2.46 7.62 0.00
H -3.13 -0.19 7.72 0.00
H -1.41 -0.29 7.27 0.00
H -0.93 0.84 9.38 0.00
H -1.24 -0.25 10.83 0.00
H -2.55 0.62 10.16 0.00
H -2.03 -1.43 5.29 0.00
H -3.21 -2.59 5.21 0.00
C 2.94 -8.64 -0.22 0.00
O 4.32 -8.17 -0.34 0.00
C 4.53 -7.26 -1.39 0.00
C 4.35 -5.78 -0.88 0.00
N 4.80 -4.91 -2.00 0.00
C 4.53 -3.48 -1.80 0.00
C 5.45 -2.71 -2.75 0.00
O 6.78 -3.06 -2.46 0.00
C 7.71 -2.39 -3.26 0.00
H 2.25 -7.79 -0.29 0.00
H 2.81 -9.23 0.66 0.00
H 2.80 -9.27 -1.11 0.00
H 3.78 -7.23 -2.19 0.00
H 5.53 -7.38 -1.80 0.00
H 4.96 -5.59 0.04 0.00
H 3.28 -5.60 -0.66 0.00
H 5.83 -4.96 -1.98 0.00
H 4.68 -3.12 -0.78 0.00
H 3.49 -3.21 -1.96 0.00
H 5.23 -1.65 -2.59 0.00
H 5.26 -3.00 -3.80 0.00
H 7.76 -1.32 -2.98 0.00
H 7.50 -2.61 -4.30 0.00
H 8.66 -2.84 -3.05 0.00
C 0.70 -3.09 -1.42 0.00
O -0.03 -3.96 -0.58 0.00
C -0.87 -4.75 -1.40 0.00
C -1.15 -6.09 -0.78 0.00
N -0.08 -7.11 -1.12 0.00
C -0.12 -7.68 -2.46 0.00
C -0.61 -9.11 -2.55 0.00
O 0.24 -9.90 -1.73 0.00
C -0.18 -11.24 -1.64 0.00
H 0.09 -2.31 -1.79 0.00
H 1.20 -3.66 -2.21 0.00
H 1.49 -2.67 -0.79 0.00
H -0.48 -5.02 -2.39 0.00
H -1.87 -4.22 -1.59 0.00
H -2.17 -6.44 -1.05 0.00
H -1.17 -6.07 0.34 0.00
H 0.00 -7.88 -0.49 0.00
H 0.92 -7.65 -2.92 0.00
H -0.84 -7.05 -3.00 0.00
H -0.57 -9.46 -3.60 0.00
H -1.60 -9.05 -2.21 0.00
H 0.64 -11.87 -1.18 0.00
H -0.41 -11.58 -2.65 0.00
H -1.08 -11.39 -1.09 0.00
C 4.35 1.08 -0.86 0.00
O 3.13 1.80 -0.96 0.00
C 2.12 0.95 -1.41 0.00
C 0.85 1.75 -1.57 0.00
N 0.90 2.33 -2.98 0.00
C -0.41 2.76 -3.48 0.00
C -0.32 3.64 -4.73 0.00
O 0.60 4.69 -4.42 0.00
C 1.21 5.33 -5.59 0.00
H 4.81 0.79 -1.87 0.00
H 4.20 0.15 -0.28 0.00
H 5.02 1.74 -0.30 0.00
H 1.97 0.11 -0.68 0.00
H 2.43 0.53 -2.34 0.00
H 0.69 2.52 -0.75 0.00
H 0.08 1.03 -1.36 0.00
H 1.43 3.20 -2.89 0.00
H -1.01 3.15 -2.58 0.00
H -1.04 1.98 -3.71 0.00
H -1.25 4.03 -4.96 0.00
H 0.14 3.08 -5.61 0.00
H 0.43 5.50 -6.34 0.00
H 2.06 4.79 -5.98 0.00
H 1.57 6.30 -5.29 0.00
C 2.04 0.47 1.97 0.00
O 1.26 -0.73 1.69 0.00
C 1.70 -1.83 2.49 0.00
C 0.63 -2.82 2.30 0.00
N -0.72 -2.43 2.83 0.01
C -1.78 -3.36 2.38 0.00
C -1.61 -4.81 2.79 0.00
O -1.17 -4.91 4.16 0.00
C -1.32 -6.19 4.74 0.00
H 1.56 1.17 1.24 0.00
H 3.02 0.16 1.73 0.00
H 1.90 0.74 3.02 0.00
H 1.90 -1.43 3.52 0.00
H 2.63 -2.30 2.11 0.00
H 0.97 -3.79 2.53 0.00
H 0.48 -2.82 1.21 0.00
H -0.65 -2.34 3.82 0.00
H -1.77 -3.31 1.29 0.00
H -2.73 -2.99 2.79 0.00
H -0.78 -5.24 2.17 0.00
H -2.53 -5.35 2.61 0.00
H -0.65 -6.21 5.61 0.00
H -1.05 -6.97 4.02 0.00
H -2.36 -6.38 5.10 0.00
C -8.52 5.62 -8.05 0.00
O -8.20 4.98 -6.82 0.00
C -7.27 3.94 -7.10 0.00
C -6.70 3.42 -5.77 0.00
N -6.23 4.52 -4.90 0.00
C -5.44 4.04 -3.68 0.00
C -4.33 5.04 -3.36 0.00
O -3.23 4.91 -4.26 0.00
C -2.40 5.99 -4.09 0.00
H -9.23 5.06 -8.62 0.00
H -7.58 5.87 -8.59 0.00
H -8.98 6.52 -7.82 0.00
H -6.40 4.24 -7.72 0.00
H -7.86 3.19 -7.53 0.00
H -5.76 2.80 -6.00 0.00
H -7.46 2.89 -5.25 0.00
H -7.03 5.01 -4.53 0.00
H -5.00 3.07 -3.90 0.00
H -6.15 3.95 -2.89 0.00
H -4.02 4.92 -2.28 0.00
H -4.79 6.03 -3.35 0.00
H -2.01 6.13 -3.07 0.00
H -3.01 6.88 -4.36 0.00
H -1.55 5.92 -4.74 0.00
C -0.10 5.46 0.20 0.00
O -0.28 4.15 0.59 0.00
C -1.66 3.85 0.71 0.00
C -1.85 2.42 1.12 0.00
N -1.04 2.00 2.27 0.01
C -1.33 2.84 3.48 0.00
C -2.71 2.77 3.93 0.00
O -2.77 3.46 5.23 0.00
C -4.07 3.64 5.69 0.00
H 1.00 5.59 0.31 0.00
H -0.59 6.17 0.86 0.00
H -0.37 5.65 -0.83 0.00
H -2.02 3.86 -0.29 0.00
H -2.10 4.63 1.39 0.00
H -1.41 1.75 0.31 0.00
H -2.84 2.02 1.15 0.00
H -0.06 2.16 2.11 0.00
H -1.08 3.89 3.21 0.00
H -0.66 2.67 4.34 0.00
H -3.07 1.75 3.96 0.00
H -3.45 3.28 3.26 0.00
H -4.64 2.70 5.74 0.00
H -4.63 4.30 5.05 0.00
H -4.01 4.06 6.71 0.00
C 9.45 5.32 5.80 0.00
O 8.66 6.29 5.17 0.00
C 8.86 6.44 3.76 0.00
C 7.59 7.15 3.27 0.00
N 6.34 6.54 3.68 0.00
C 5.95 5.28 3.09 0.00
C 4.46 5.13 3.25 0.00
O 4.02 3.97 2.54 0.00
C 2.65 3.84 2.63 0.00
H 10.55 5.34 5.67 0.00
H 9.17 4.31 5.38 0.00
H 9.22 5.29 6.83 0.00
H 9.00 5.45 3.30 0.00
H 9.77 7.05 3.60 0.00
H 7.68 7.25 2.21 0.00
H 7.56 8.17 3.68 0.00
H 6.55 6.42 4.67 0.00
H 6.32 4.39 3.66 0.00
H 6.17 5.31 2.02 0.00
H 3.86 5.96 3.01 0.00
H 4.30 4.91 4.32 0.00
H 2.40 3.20 1.83 0.00
H 2.06 4.74 2.67 0.00
H 2.46 3.24 3.57 0.00
C 2.04 -0.70 -4.48 0.00
O 1.11 -0.83 -3.71 0.00
N 2.90 -1.73 -4.88 0.00
N 2.17 0.45 -5.19 0.00
H 3.84 -1.46 -4.77 0.00
H 2.68 -2.56 -4.37 0.00
H 2.94 0.49 -5.82 0.00
H 1.76 1.22 -4.68 0.00
C -5.57 1.36 1.27 0.00
O -6.23 2.10 0.54 0.00
N -5.34 1.54 2.69 0.00
N -4.89 0.24 0.81 0.00
H -5.85 2.22 3.17 0.00
H -4.91 0.75 3.15 0.00
H -4.97 0.05 -0.15 0.00
H -4.08 -0.10 1.34 0.00
```

Gap between HOMO and LUMO (spin up / spin down) in eV: 7.15 / 8.79
⟨S²⟩: 0.75
Total charge: 0
Highest occupied orbital energy (spin up / spin down) in eV: -6.69 / -8.33
Spin multiplicity: 2
LUMO level (spin up / spin down) in eV: 0.5 / 0.5